This record from the OMol25 dataset describes the molecule C4H7NO2 at a distorted geometry. The level of theory is wB97M-V/def2-TZVPD.

```
14
Properties=species:S:1:pos:R:3:forces:R:3:nbo_charge:R:1
C 0.718 -0.852 0.691 1.4 -1.1 -2.3 0.581
C -0.168 1.070 -1.933 0.4 -0.6 -1.2 -0.099
C -0.237 0.216 0.431 -0.8 0.3 1.0 0.233
C -1.238 0.572 1.504 2.6 -1.3 0.8 -0.667
N 1.497 -1.301 -0.475 -0.3 0.4 -0.4 -0.894
O 0.866 -1.409 1.785 -0.4 1.0 -1.6 -0.602
O -0.475 0.949 -0.642 0.1 -0.1 -1.6 -0.392
H 0.541 0.395 -2.518 -1.0 0.9 1.4 0.145
H -0.852 1.718 -2.549 0.8 -0.7 1.3 0.182
H -1.643 -0.337 1.890 -1.2 -0.8 -0.3 0.238
H -1.927 1.296 1.165 -0.7 0.7 0.0 0.228
H -0.681 0.777 2.429 -0.1 1.1 -0.2 0.239
H 1.484 -1.002 -1.534 -0.3 -0.6 3.5 0.404
H 2.115 -2.092 -0.245 -0.6 0.8 -0.3 0.403
```
Forces are in eV/Å.

Calculated values
Spin multiplicity: 1
LUMO (spin up / spin down): -0.20 / 0.11 eV
Relative energy (zero: lowest compared OMol25 entry of this formula, charge and spin): 4.4806 eV
HOMO energy (spin up / spin down): -0.30357 / -0.28952 Eh
Kohn-Sham gap (spin up / spin down): 0.2962 / 0.2935 hartree
Molar mass: 101.1 g mol⁻¹